Entry from the Open Molecules 2025 dataset: a structure of composition C28H33FN8O4SSr (ωB97M-V/def2-TZVPD).

Positions of all 76 atoms, in Å:
Sr -0.0019 -0.0425 1.4895
C -1.3230 0.1195 4.0075
C -1.0100 1.5672 3.4929
C -2.0321 2.0826 2.4960
C -2.8492 3.1571 2.8167
C -3.7917 3.5823 1.8936
C -3.8922 2.9200 0.6836
C -3.0350 1.8582 0.4377
N -2.1246 1.4541 1.3199
N -0.3251 -0.9323 3.7696
C 0.9185 -0.7891 4.5320
C 1.9401 0.1407 3.9033
C 2.4375 1.2334 4.5942
C 3.3851 2.0367 3.9713
C 3.7853 1.7304 2.6857
C 3.2258 0.6248 2.0607
N 2.3416 -0.1666 2.6647
C -0.8894 -2.2833 3.8562
C -2.0377 -2.5027 2.9012
C -3.1793 -3.1887 3.2836
C -4.1869 -3.3826 2.3499
C -4.0273 -2.8726 1.0734
C -2.8565 -2.1899 0.7792
N -1.8820 -2.0179 1.6659
H -2.2419 -0.2032 3.5170
H -1.5423 0.1787 5.0822
H -0.0048 1.7080 3.0793
H -1.0266 2.2220 4.3626
H -2.7446 3.6530 3.7727
H -4.4383 4.4201 2.1206
H -4.6142 3.2166 -0.0641
H -3.0498 1.3122 -0.4985
H 1.3785 -1.7769 4.5910
H 0.7105 -0.4624 5.5604
H 2.0868 1.4552 5.5941
H 3.7901 2.9003 4.4827
H 4.4980 2.3455 2.1556
H 3.4774 0.3663 1.0399
H -1.2018 -2.5300 4.8810
H -0.0894 -2.9768 3.5859
H -3.2768 -3.5626 4.2945
H -5.0867 -3.9188 2.6212
H -4.7902 -2.9939 0.3173
H -2.6770 -1.7602 -0.1957
F 0.8894 1.8842 0.8032
N 1.6499 -1.7353 -1.5235
C 1.0254 -1.3315 -0.6318
C 5.8396 -0.1197 -5.1553
C 4.5234 -0.7234 -4.6876
S 3.1708 0.3254 -5.1767
O 3.0426 0.2801 -6.6140
O 3.3320 1.6102 -4.5354
C 1.7707 -0.4775 -4.4445
C 0.5099 0.3050 -4.7814
N -0.5897 -0.0903 -3.9000
C -0.9445 0.5310 -2.7508
N -1.9996 -0.0502 -2.1843
C -2.3339 -1.0857 -2.9904
C -1.4782 -1.1359 -4.0500
N -1.4521 -2.1067 -5.0851
O -0.5329 -2.0821 -5.8882
O -2.3653 -2.9136 -5.1025
C -0.2580 1.7306 -2.2014
H 6.6654 -0.7644 -4.8572
H 5.9889 0.8641 -4.7132
H 5.8539 -0.0191 -6.2399
H 4.4656 -0.8140 -3.6022
H 4.3323 -1.6978 -5.1373
H 1.9345 -0.5173 -3.3683
H 1.7169 -1.4973 -4.8229
H 0.2165 0.1423 -5.8131
H 0.6729 1.3701 -4.6377
H -3.1529 -1.7575 -2.7972
H -0.9221 2.5959 -2.2574
H 0.6587 1.9684 -2.7344
H 0.0228 1.5799 -1.1474

## Properties
LUMO level	-0.044	eV
HOMO-LUMO gap	8.76	eV
highest occupied orbital energy	-0.3236	Ha

=====

Entry from the Open Molecules 2025 dataset: a structure of composition C28H33MoNOPSSi2 (ωB97M-V/def2-TZVPD).

Positions of all 68 atoms, in Å:
Mo 0.2540 -0.5147 0.3506
C -1.1045 3.0108 0.5542
Si -1.5248 1.2354 0.9019
C -3.3219 0.9731 0.5335
C -1.0510 0.7031 2.6448
C -1.0115 1.7720 3.5621
C -0.8705 1.5485 4.9203
C -0.6944 0.2525 5.3981
C -0.6657 -0.8110 4.5126
C -0.8849 -0.6200 3.1411
Si -0.7838 -2.1011 2.0116
C -2.3628 -2.9017 1.4693
C 0.3795 -3.3867 2.6916
H -1.9703 3.6369 0.7871
H -0.8811 3.1498 -0.5061
H -0.2531 3.3872 1.1211
H -3.8621 1.6299 1.2237
H -3.6753 -0.0439 0.7007
H -3.5825 1.2723 -0.4820
H -1.1277 2.7931 3.2184
H -0.8988 2.3815 5.6110
H -0.5894 0.0766 6.4609
H -0.5037 -1.8086 4.9053
H -2.7894 -3.4325 2.3258
H -2.1867 -3.6303 0.6766
H -3.0954 -2.1771 1.1155
H -0.2200 -4.1830 3.1431
H 1.0413 -2.9815 3.4555
H 0.9889 -3.8459 1.9122
O 1.0242 -1.7435 -0.9575
N 0.4536 -2.1327 -2.1242
C 1.1724 -2.9456 -2.9289
C 0.6048 -3.3729 -4.0961
C -0.6950 -2.9561 -4.4129
C -1.3873 -2.1278 -3.5608
C -0.7841 -1.7081 -2.3723
S -1.5233 -0.6664 -1.1920
H 2.1588 -3.1927 -2.5681
H 1.1667 -4.0229 -4.7501
H -1.1584 -3.2885 -5.3320
H -2.3918 -1.7953 -3.7804
C 1.9714 2.0575 2.6205
P 1.7854 1.2764 1.0040
C 2.3521 2.3864 -0.2766
C 1.9167 2.2075 -1.5892
C 2.3570 3.0623 -2.5860
C 3.2226 4.1035 -2.2736
C 3.6523 4.2909 -0.9673
C 3.2198 3.4339 0.0338
C 2.8071 -0.2206 1.0515
C 3.6641 -0.5417 -0.0135
C 4.4575 -1.6652 0.0687
C 4.3920 -2.4896 1.1939
C 3.5372 -2.1928 2.2402
C 2.7418 -1.0527 2.1748
H 3.0281 2.0648 2.8886
H 1.4075 1.5103 3.3702
H 1.5969 3.0794 2.5776
H 1.2182 1.4152 -1.8403
H 2.0177 2.9262 -3.6040
H 3.5603 4.7761 -3.0508
H 4.3248 5.1023 -0.7242
H 3.5706 3.5887 1.0464
H 3.7145 0.1010 -0.8832
H 5.1458 -1.9000 -0.7325
H 5.0290 -3.3627 1.2530
H 3.5005 -2.8292 3.1139
H 2.1052 -0.7939 3.0150

## Properties
LUMO level (alpha / beta)	-6.451 / -6.958	eV
2S+1	2
total charge	+2
HOMO-LUMO gap (alpha / beta)	7.49 / 7.21	eV
highest occupied orbital energy (alpha / beta)	-0.5123 / -0.5205	Ha

=====

Entry from the Open Molecules 2025 dataset: a structure of composition C28H33N3SbTi (ωB97M-V/def2-TZVPD).

Positions of all 66 atoms, in Å:
Ti 0.0802 0.0265 0.0665
C 0.7515 0.8931 2.1499
C 0.3735 2.0815 1.4591
C 1.2201 2.2436 0.3491
C 2.2290 1.2381 0.4295
C 1.9544 0.4225 1.5441
C 3.0672 -0.2540 2.2950
C 3.6165 1.3474 -0.1336
C 1.3017 3.5348 -0.4120
C -0.3040 3.2686 2.0843
C 0.2852 0.5037 3.5259
H 2.7256 -0.9073 3.0900
H 3.6505 0.5475 2.7585
H 3.7468 -0.8133 1.6527
H 4.2424 1.7776 0.6536
H 3.6855 2.0051 -0.9911
H 4.0531 0.3850 -0.3973
H 2.0297 3.5171 -1.2178
H 1.6209 4.3152 0.2833
H 0.3422 3.8437 -0.8264
H 0.5000 3.8642 2.5282
H -0.9977 3.0217 2.8783
H -0.8129 3.9062 1.3617
H -0.3337 -0.3951 3.5503
H -0.2951 1.3044 3.9786
H 1.1441 0.3212 4.1713
C 2.2164 1.1149 -2.7528
C 0.9717 0.5679 -3.3445
C 0.7897 0.7046 -4.7145
C -0.2938 0.1299 -5.3342
C -1.1402 -0.6287 -4.5469
C -0.9196 -0.7163 -3.1824
N 0.0923 -0.0855 -2.5440
Sb -2.2243 -2.1259 -2.2882
C -0.8496 -3.0308 -0.9280
C -0.9159 -4.4069 -1.0634
C -0.2383 -5.2297 -0.1808
C 0.4733 -4.6206 0.8224
C 0.5314 -3.2355 0.9047
C 1.3712 -2.6532 1.9810
N -0.1094 -2.4153 0.0337
C -3.1230 -0.8560 -0.8480
C -4.5011 -0.9770 -0.9205
C -5.3074 -0.2997 -0.0261
C -4.6754 0.4701 0.9159
C -3.2894 0.5699 0.9357
C -2.7022 1.4690 1.9520
N -2.4791 -0.0763 0.0578
H 2.8731 1.5183 -3.5202
H 1.9797 1.9047 -2.0555
H 2.7470 0.3218 -2.2343
H 1.5253 1.2576 -5.2820
H -0.4526 0.2324 -6.4002
H -1.9713 -1.1620 -4.9904
H -1.5179 -4.8372 -1.8532
H -0.2818 -6.3079 -0.2683
H 1.0101 -5.2040 1.5574
H 1.6355 -3.4089 2.7167
H 2.2902 -2.2820 1.5464
H 0.8588 -1.8442 2.4931
H -4.9420 -1.6173 -1.6736
H -6.3865 -0.3810 -0.0620
H -5.2417 1.0215 1.6536
H -3.4522 1.7826 2.6746
H -1.8915 0.9844 2.4865
H -2.3362 2.3528 1.4511

## Properties
LUMO level (alpha / beta)	-6.704 / -6.296	eV
2S+1	2
total charge	+2
HOMO-LUMO gap (alpha / beta)	7.90 / 8.26	eV
highest occupied orbital energy (alpha / beta)	-0.5367 / -0.5349	Ha

=====

Entry from the Open Molecules 2025 dataset: a structure of composition C28H33N4OReS2SbSe4Te (ωB97M-V/def2-TZVPD).

Positions of all 75 atoms, in Å:
Re 2.1746 0.8029 -1.2168
C 1.3878 0.2339 -6.8523
S 1.1622 -0.9265 -5.4920
C 1.4658 0.0699 -4.1303
S 1.2906 -0.7866 -2.5782
N 1.7680 1.3205 -4.2361
N 2.0101 1.9056 -3.0188
C 2.2712 3.1637 -3.0076
C 2.5425 3.7439 -1.7045
C 2.8176 5.0869 -1.5096
C 3.0599 5.5391 -0.2219
C 3.0113 4.6371 0.8308
C 2.7234 3.3101 0.5703
N 2.4942 2.8686 -0.6714
H 1.2164 -0.3452 -7.7569
H 2.4013 0.6248 -6.8470
H 0.6647 1.0416 -6.7823
H 2.2808 3.7396 -3.9254
H 2.8459 5.7565 -2.3580
H 3.2885 6.5809 -0.0430
H 3.2073 4.9489 1.8467
H 2.6975 2.5660 1.3555
Se 5.3148 -0.7294 1.7342
Sb 5.3650 -1.2468 -0.5464
Se 2.3514 -0.5207 0.8671
Se 4.5468 0.7760 -1.8248
Se 5.7624 -3.0829 -1.8845
C -0.7004 3.4699 -0.6516
C -0.6024 2.1050 -0.0590
O -1.4273 1.7316 0.8373
N 0.2675 1.1911 -0.4229
Te -0.2704 -0.2557 0.9876
C -1.2372 -0.4242 2.8729
C -0.4453 -0.5582 4.0234
C 1.0590 -0.5399 4.0409
C -1.1130 -0.7386 5.2248
C -2.5017 -0.7750 5.3086
C -3.1866 -0.9485 6.6315
C -3.2362 -0.6239 4.1420
C -2.6371 -0.4383 2.9000
C -3.5395 -0.2462 1.7140
C -1.0643 -1.7661 -0.2436
C -1.8017 -1.5021 -1.4003
C -2.3576 -0.1669 -1.8106
C -2.0721 -2.5825 -2.2357
C -1.6546 -3.8718 -1.9480
C -1.9517 -5.0128 -2.8755
C -0.9584 -4.0911 -0.7606
C -0.6446 -3.0612 0.1098
C 0.1172 -3.3814 1.3692
H -1.7475 3.6805 -0.8647
H -0.1121 3.5567 -1.5593
H -0.3667 4.2034 0.0841
H 1.4683 0.3612 3.5837
H 1.4842 -1.4053 3.5273
H 1.4132 -0.5701 5.0687
H -0.5242 -0.8566 6.1267
H -2.5432 -1.4555 7.3481
H -4.1097 -1.5160 6.5271
H -3.4447 0.0273 7.0477
H -4.3188 -0.6536 4.1882
H -3.8429 0.7990 1.6393
H -4.4376 -0.8488 1.8389
H -3.0899 -0.5361 0.7676
H -2.2889 0.5940 -1.0421
H -3.4179 -0.2758 -2.0436
H -1.8617 0.1930 -2.7144
H -2.6494 -2.4010 -3.1354
H -2.6281 -4.7140 -3.6736
H -2.4020 -5.8448 -2.3342
H -1.0300 -5.3815 -3.3288
H -0.6550 -5.0989 -0.5015
H -0.0092 -4.4329 1.6201
H -0.2372 -2.8131 2.2336
H 1.1871 -3.2028 1.2455

## Properties
LUMO level (alpha / beta)	-7.248 / -7.056	eV
2S+1	2
total charge	+2
HOMO-LUMO gap (alpha / beta)	5.86 / 6.10	eV
highest occupied orbital energy (alpha / beta)	-0.4818 / -0.4834	Ha

=====

Entry from the Open Molecules 2025 dataset: an isolated molecule of C28H33N5O3S (ωB97M-V/def2-TZVPD).

Positions of all 70 atoms, in Å:
C 4.1049 0.5116 5.8139
C 3.3603 -0.0528 4.6066
O 1.9595 0.0936 4.6749
C 1.3239 -0.7234 5.6401
C -0.1797 -0.7200 5.3694
C -0.5492 -1.5346 4.1271
N 0.1408 -1.0532 2.9456
C -0.2797 0.0473 2.2743
S -1.8097 0.7398 2.7937
C -1.9875 2.1669 1.6760
C -2.6086 1.7313 0.3537
O -3.7952 1.7982 0.1380
N -1.6779 1.2844 -0.5264
C -1.9858 0.6828 -1.7410
C -3.0785 -0.0569 -2.1311
C -2.7698 -0.4958 -3.4344
C -3.5972 -1.3302 -4.3700
C -2.7745 -2.5511 -4.7975
C -4.8903 -1.7858 -3.6941
C -3.9287 -0.4811 -5.6036
N -1.5770 -0.0620 -3.7967
N -1.1011 0.6700 -2.7787
C 0.1150 1.3468 -2.9124
C 0.2930 2.6166 -2.3705
C 1.4971 3.2744 -2.5516
C 2.5196 2.6800 -3.2727
C 2.3322 1.4235 -3.8264
C 1.1356 0.7561 -3.6510
N 0.3413 0.6037 1.2892
C 1.5507 0.0844 0.9058
C 2.2775 0.7132 -0.1096
C 3.4829 0.1878 -0.5143
C 3.9938 -0.9656 0.0785
C 3.2950 -1.5875 1.0882
C 2.0698 -1.0699 1.5114
C 1.3379 -1.6983 2.6014
O 1.6909 -2.6994 3.1895
H 3.7964 1.5386 5.9941
H 5.1734 0.4928 5.6185
H 3.9062 -0.0773 6.7059
H 3.6496 0.4925 3.7032
H 3.6159 -1.1145 4.4718
H 1.7189 -1.7474 5.5793
H 1.5118 -0.3340 6.6508
H -0.5038 0.3138 5.2441
H -0.6991 -1.1473 6.2269
H -1.6276 -1.4948 3.9533
H -0.2377 -2.5741 4.2604
H -2.6699 2.8415 2.1914
H -1.0020 2.6126 1.5560
H -0.7173 1.2072 -0.1845
H -3.9583 -0.2370 -1.5525
H -1.8454 -2.2256 -5.2568
H -2.5363 -3.1698 -3.9347
H -3.3330 -3.1517 -5.5120
H -5.4923 -0.9300 -3.3984
H -5.4729 -2.3930 -4.3836
H -4.6739 -2.3823 -2.8106
H -4.5132 0.3906 -5.3171
H -4.5023 -1.0642 -6.3207
H -3.0104 -0.1417 -6.0751
H -0.5121 3.0957 -1.8343
H 1.6326 4.2612 -2.1337
H 3.4551 3.2008 -3.4112
H 3.1225 0.9620 -4.3994
H 0.9640 -0.2156 -4.0854
H 1.8857 1.6114 -0.5587
H 4.0364 0.6785 -1.3010
H 4.9394 -1.3665 -0.2532
H 3.6682 -2.4774 1.5720

## Properties
LUMO level	0.423	eV
SMILES string	CCOCCCn1c(SCC(=O)Nc2cc(C(C)(C)C)nn2-c2ccccc2)nc2ccccc2c1=O
HOMO-LUMO gap	8.81	eV
highest occupied orbital energy	-0.3082	Ha

=====

Entry from the Open Molecules 2025 dataset: a structure of composition C28H33N5O6S (ωB97M-V/def2-TZVPD).

Positions of all 73 atoms, in Å:
C 8.3581 1.7271 0.7379
C 7.4870 2.5360 -0.2190
O 6.6849 1.7188 -1.0473
C 5.5771 1.1155 -0.5407
C 4.9225 0.2369 -1.4059
C 3.7757 -0.4208 -1.0163
C 3.2489 -0.2282 0.2574
C 3.9011 0.6486 1.1148
C 5.0491 1.3173 0.7310
H 5.5167 1.9889 1.4337
H 3.5063 0.8154 2.1074
C 1.9986 -0.9056 0.7543
N 0.8160 -0.0369 0.6550
C -0.1663 -0.2591 1.5544
O -0.0914 -1.1461 2.3983
C -1.3479 0.6205 1.4755
C -2.6356 0.2647 1.1029
N -3.0864 -0.9607 0.7697
H -4.0041 -0.9653 0.3427
H -2.4304 -1.6838 0.5138
C -3.4705 1.4278 1.1453
N -2.8885 2.5342 1.5633
S -1.3244 2.2885 1.9126
C -4.8667 1.4398 0.6671
O -5.4168 0.4499 0.2113
N -5.4696 2.6407 0.7632
H -6.4015 2.7590 0.4049
H -4.9507 3.4273 1.1122
C 0.7472 0.9603 -0.4016
C -0.5746 0.9906 -1.1252
C -1.2680 2.1896 -1.2533
C -2.5173 2.2140 -1.8587
C -3.0417 1.0357 -2.3919
C -2.3225 -0.1376 -2.3127
C -1.0921 -0.1710 -1.6766
H -0.5409 -1.0934 -1.5933
H -2.7309 -1.0397 -2.7414
H -4.0149 1.0690 -2.8539
O -3.3024 3.3209 -1.9690
C -2.8790 4.5074 -1.3397
H -3.6845 5.2241 -1.4927
H -1.9616 4.8976 -1.7926
H -2.7224 4.3542 -0.2670
H -0.8339 3.0897 -0.8464
H 1.5343 0.7125 -1.1180
H 0.9716 1.9507 0.0160
C 1.6249 -2.2431 0.0836
O 1.6897 -2.4552 -1.1108
N 1.2083 -3.1529 0.9884
H 0.9201 -2.7911 1.8926
C 0.5836 -4.3893 0.5868
H 0.9178 -4.6086 -0.4291
H 0.9035 -5.1882 1.2612
C -0.9522 -4.2647 0.6277
C -1.6417 -5.5368 0.1252
H -2.6530 -5.5861 0.5281
C -1.6756 -5.3178 -1.3918
H -0.8502 -5.8348 -1.8790
C -1.5244 -3.7925 -1.5452
H -2.3992 -3.3279 -2.0049
H -0.6360 -3.5369 -2.1345
O -1.4049 -3.2457 -0.2393
H -2.6062 -5.6725 -1.8294
H -1.1033 -6.4373 0.4106
H -1.2594 -3.9732 1.6374
H 2.1275 -1.1006 1.8274
H 3.2910 -1.1007 -1.6987
H 5.3373 0.0878 -2.3901
H 6.8696 3.2582 0.3295
H 8.1203 3.0890 -0.9184
H 7.7465 1.1443 1.4224
H 8.9864 1.0429 0.1732
H 8.9919 2.3971 1.3123

## Properties
LUMO level	0.309	eV
HOMO-LUMO gap	8.18	eV
highest occupied orbital energy	-0.2893	Ha